Here is a cluster of 2 separate species, C2H4P2 in total in a non-equilibrium geometry from the Open Molecules 2025 dataset. Energies are from ωB97M-V/def2-TZVPD.

Each line ends with the Löwdin charge.
CARTESIAN COORDINATES (ANGSTROEM)
C  0.85  1.33  0.11  -0.18
C  1.13  0.16  -0.36  -0.24
P  -1.87  -1.60  0.83  0.19
P  -0.78  -1.48  -0.86  0.29
H  1.80  1.95  0.29  0.07
H  -0.04  1.87  0.71  0.10
H  1.97  -0.06  -0.96  0.00
H  -3.07  -2.17  0.25  -0.22

The calculation puts the orbital gap at 7.51 eV. The relative energy (zero: lowest compared OMol25 entry of this formula, charge and spin) is 3.002 eV. The value obtained for the total energy is -761.14458 Ha. The LUMO energy comes out at -0.86 eV.